(1)
C18H18CrN5S2 as an isolated structure at a distorted geometry. Source: OMol25; level of theory: wB97M-V/def2-TZVPD.

## Properties
* total energy: -76488.77775 eV
* largest force on an atom: 2.025 eV/A
* LUMO (alpha / beta): -8.02 / -7.90 eV
* HOMO-LUMO gap (alpha / beta): 5.24 / 5.65 eV
* multiplicity: 4
* charge: +2
* <S²>: 3.825

CARTESIAN COORDINATES (ANGSTROEM)
Cr: 0.22 -0.08 0.40
C: 0.36 4.23 0.28
C: 0.54 2.76 0.16
N: -0.32 1.85 0.56
N: -1.51 2.21 1.12
C: -2.37 1.24 1.53
N: -3.48 1.57 2.17
S: -1.98 -0.38 1.21
C: 1.68 2.19 -0.52
C: 2.70 2.95 -1.11
C: 3.63 2.33 -1.92
C: 3.52 0.96 -2.13
C: 2.53 0.26 -1.46
N: 1.65 0.84 -0.65
H: -0.36 4.52 1.05
H: 0.02 4.65 -0.67
H: 1.30 4.70 0.54
H: -1.76 3.19 1.20
H: -3.80 2.52 2.32
H: -4.11 0.83 2.46
H: 2.74 4.02 -0.97
H: 4.42 2.90 -2.38
H: 4.19 0.44 -2.80
H: 2.46 -0.82 -1.56
C: 1.31 1.19 3.14
C: 2.00 -0.09 2.80
C: 3.04 -0.53 3.64
C: 3.69 -1.70 3.38
C: 3.26 -2.50 2.30
C: 3.80 -3.77 2.02
C: 3.29 -4.54 1.00
C: 2.21 -4.08 0.24
C: 1.66 -2.82 0.48
S: 0.25 -2.25 -0.36
C: 2.19 -2.00 1.50
N: 1.61 -0.79 1.74
H: 1.52 1.45 4.17
H: 0.23 1.09 3.01
H: 1.68 2.00 2.51
H: 3.31 0.09 4.48
H: 4.50 -2.03 4.00
H: 4.61 -4.12 2.64
H: 3.70 -5.52 0.81
H: 1.78 -4.70 -0.53

(2)
A 10-piece molecular cluster, C40H68O16 overall at a distorted geometry. Source: OMol25; level of theory: wB97M-V/def2-TZVPD.

## Properties
* total energy: -75336.61854 eV
* largest force on an atom: 4.616 eV/A
* LUMO: 0.20 eV
* HOMO-LUMO gap: 9.40 eV
* charge: 0
* structure (SMILES): O=C1CCCO1.O=C1CCCO1.O=C1CCCO1.O=C1CCCO1.O=C1CCCO1.O=C1CCCO1.C1CCOC1.C1CCOC1.C1CCOC1.C1CCOC1

CARTESIAN COORDINATES (ANGSTROEM)
C: 0.75 -6.88 -2.76
C: 1.55 -6.28 -3.80
C: 0.63 -6.14 -5.01
O: -0.71 -6.20 -4.45
C: -0.64 -6.36 -2.97
H: 1.20 -6.66 -1.79
H: 0.75 -7.97 -2.80
H: 2.40 -6.94 -3.99
H: 1.92 -5.30 -3.51
H: 0.75 -6.97 -5.71
H: 0.77 -5.21 -5.56
H: -1.44 -6.93 -2.49
H: -0.63 -5.37 -2.51
C: -6.42 -1.95 -2.56
C: -7.55 -2.44 -3.49
C: -7.64 -3.87 -2.96
O: -6.27 -4.24 -2.62
C: -5.40 -3.13 -2.51
H: -6.90 -1.83 -1.59
H: -5.84 -1.14 -2.99
H: -7.33 -2.46 -4.56
H: -8.43 -1.81 -3.40
H: -8.01 -4.50 -3.76
H: -8.26 -3.98 -2.07
H: -4.79 -3.07 -3.40
H: -4.87 -3.20 -1.56
C: 2.85 4.24 6.62
C: 3.25 5.72 6.34
C: 4.12 5.59 5.13
O: 3.76 4.39 4.49
C: 2.87 3.59 5.24
H: 1.89 4.27 7.13
H: 3.48 3.65 7.29
H: 3.72 6.04 7.27
H: 2.48 6.46 6.11
H: 5.13 5.44 5.51
H: 4.18 6.37 4.37
H: 3.12 2.53 5.16
H: 1.86 3.76 4.86
C: -5.44 0.23 6.65
C: -4.32 1.10 6.11
C: -4.57 1.03 4.60
O: -5.68 0.14 4.42
C: -6.42 0.00 5.57
H: -5.81 0.43 7.65
H: -4.98 -0.75 6.80
H: -3.29 0.75 6.21
H: -4.39 2.10 6.52
H: -3.69 0.72 4.03
H: -4.94 1.99 4.23
H: -6.88 -0.99 5.52
H: -7.12 0.81 5.77
O: 0.32 2.93 -2.31
C: 0.75 1.89 -1.87
O: 0.19 0.72 -2.08
C: 0.40 -0.26 -1.10
C: 1.68 0.32 -0.48
C: 1.97 1.72 -1.01
H: 0.53 -1.24 -1.57
H: -0.48 -0.22 -0.46
H: 2.42 -0.42 -0.76
H: 1.66 0.39 0.61
H: 2.87 1.57 -1.62
H: 1.99 2.45 -0.20
O: -2.24 -5.30 1.92
C: -3.18 -6.02 2.36
O: -3.11 -7.36 2.21
C: -4.34 -7.92 2.63
C: -5.33 -6.82 2.53
C: -4.58 -5.58 2.94
H: -4.32 -8.31 3.65
H: -4.59 -8.88 2.17
H: -5.99 -6.94 3.39
H: -5.75 -6.76 1.53
H: -4.57 -5.49 4.03
H: -4.96 -4.71 2.41
O: -4.97 7.00 -8.60
C: -4.34 6.02 -8.24
O: -4.70 5.21 -7.10
C: -3.74 4.19 -6.88
C: -2.74 4.35 -7.96
C: -3.21 5.39 -9.01
H: -4.19 3.20 -7.01
H: -3.26 4.35 -5.92
H: -2.59 3.40 -8.46
H: -1.79 4.54 -7.47
H: -3.70 4.84 -9.81
H: -2.46 6.10 -9.37
O: 4.37 -4.43 1.56
C: 4.38 -4.23 2.77
O: 5.29 -4.94 3.54
C: 5.19 -4.59 4.92
C: 3.92 -3.78 5.12
C: 3.68 -3.20 3.71
H: 6.09 -4.13 5.35
H: 5.03 -5.52 5.45
H: 4.07 -3.13 5.99
H: 3.06 -4.44 5.23
H: 4.15 -2.25 3.47
H: 2.65 -3.06 3.40
O: 4.19 5.36 -4.75
C: 3.41 6.32 -4.89
O: 2.73 6.58 -6.01
C: 2.03 7.87 -5.99
C: 2.51 8.51 -4.70
C: 3.22 7.42 -3.91
H: 0.97 7.65 -6.07
H: 2.25 8.48 -6.86
H: 1.61 8.98 -4.31
H: 3.17 9.36 -4.89
H: 2.48 7.09 -3.18
H: 4.17 7.83 -3.57
O: 8.47 -0.08 3.74
C: 8.41 0.76 2.84
O: 7.22 1.02 2.43
C: 7.22 1.83 1.26
C: 8.66 2.19 0.99
C: 9.51 1.46 2.06
H: 6.60 2.71 1.41
H: 6.87 1.18 0.46
H: 8.93 3.24 1.05
H: 8.81 1.89 -0.04
H: 9.99 2.16 2.75
H: 10.29 0.75 1.80

(3)
CH2O2S as an isolated structure at a distorted geometry. Source: OMol25; level of theory: wB97M-V/def2-TZVPD.

## Properties
* total energy: -15996.92065 eV
* largest force on an atom: 3.431 eV/A
* LUMO: 0.05 eV
* HOMO-LUMO gap: 8.41 eV
* charge: 0

CARTESIAN COORDINATES (ANGSTROEM)
C: -0.66 -1.20 0.34
O: -0.95 -1.44 -0.77
O: 0.40 1.61 -0.57
S: 0.82 0.61 0.66
H: -0.78 -1.63 1.36
H: 1.17 2.04 -1.01

(4)
C10H18BF10N2O14S4Zr as an isolated structure at a distorted geometry. Source: OMol25; level of theory: wB97M-V/def2-TZVPD.

## Properties
* total energy: -114760.12018 eV
* largest force on an atom: 7.810 eV/A
* LUMO: -3.89 eV
* HOMO-LUMO gap: 2.34 eV
* charge: -1

CARTESIAN COORDINATES (ANGSTROEM)
Zr: 0.82 -0.52 0.25
N: 4.01 -3.05 5.20
S: 5.55 -2.94 5.42
O: 6.08 -2.54 6.72
O: 6.38 -2.70 4.23
F: 5.81 -4.56 5.47
S: 3.84 -1.27 5.20
O: 2.86 -0.93 4.19
O: 4.97 -0.36 5.34
F: 3.17 -1.40 6.68
N: 0.77 2.93 0.37
S: -0.33 4.13 -0.39
O: 0.13 4.91 -1.54
O: -1.23 4.82 0.53
F: -1.18 2.99 -1.02
S: 1.76 4.16 0.54
O: 1.48 5.16 1.53
O: 2.66 4.47 -0.53
F: 2.69 3.20 1.36
B: 3.88 -0.93 -0.42
H: 3.65 0.12 -0.52
H: 4.89 -1.13 -0.73
H: 3.65 -1.17 0.60
H: 3.28 -1.52 -1.10
O: -1.23 -2.76 -1.09
C: -1.49 -4.15 -0.89
C: -0.21 -4.76 -0.12
O: 0.37 -3.94 0.88
H: -1.77 -4.70 -1.79
H: -2.39 -4.32 -0.29
H: 0.57 -4.82 -0.87
H: -0.37 -5.73 0.35
C: -1.75 0.28 -7.65
C: -1.16 0.85 -6.34
O: 0.23 1.18 -6.46
C: 1.08 0.99 -5.45
O: 0.71 0.57 -4.34
C: 2.54 1.24 -5.81
F: 3.14 0.07 -5.79
F: 2.75 1.73 -7.02
F: 3.14 2.05 -4.91
H: -1.22 0.71 -8.50
H: -2.83 0.43 -7.61
H: -1.48 -0.77 -7.67
H: -1.39 0.15 -5.54
H: -1.81 1.71 -6.18
C: -6.21 1.12 1.88
C: -5.76 0.02 2.81
O: -4.89 0.70 3.79
C: -3.52 0.78 3.63
O: -2.74 0.34 2.74
C: -2.85 1.39 4.82
F: -2.71 0.50 5.80
F: -1.77 2.02 4.46
F: -3.66 2.32 5.35
H: -6.84 1.81 2.45
H: -6.84 0.63 1.13
H: -5.38 1.62 1.38
H: -5.17 -0.74 2.29
H: -6.69 -0.40 3.21

(5)
A single C4H5NO molecule at a distorted geometry. Source: OMol25; level of theory: wB97M-V/def2-TZVPD.

## Properties
* total energy: -7762.86678 eV
* largest force on an atom: 2.911 eV/A
* LUMO: 1.02 eV
* HOMO-LUMO gap: 10.31 eV
* charge: 0
* structure (SMILES): O=CC[C@H]1C=N1

CARTESIAN COORDINATES (ANGSTROEM)
C: -0.90 0.13 -0.09
C: -0.47 -0.65 -1.33
O: 0.59 -1.19 -1.48
C: 1.43 0.72 0.57
N: 0.91 0.89 1.70
C: 0.11 -0.08 1.00
H: -0.90 1.19 -0.37
H: -1.92 -0.18 0.16
H: -1.23 -0.68 -2.14
H: 2.50 0.81 0.34
H: -0.12 -0.97 1.63

(6)
C16H16Cl3F5OPtS as an isolated structure at a distorted geometry. Source: OMol25; level of theory: wB97M-V/def2-TZVPD.

## Properties
* total energy: -84131.68732 eV
* largest force on an atom: 4.810 eV/A
* LUMO (alpha / beta): 4.74 / 4.64 eV
* HOMO-LUMO gap (alpha / beta): 4.40 / 5.07 eV
* multiplicity: 5
* charge: -2
* <S²>: 6.041

CARTESIAN COORDINATES (ANGSTROEM)
C: -0.98 0.92 -2.45
C: -1.18 -0.44 -2.84
C: 0.05 -1.16 -2.67
C: -2.46 -1.06 -3.26
C: 1.07 -0.21 -2.26
C: 0.39 1.08 -2.11
C: 1.00 2.32 -1.62
C: -2.06 1.91 -2.34
C: 0.28 -2.56 -2.98
C: 2.49 -0.50 -2.12
Pt: -0.66 -0.49 0.85
Cl: -2.08 -2.40 -0.10
Cl: -2.98 -0.06 0.37
Cl: 0.42 -2.53 0.64
H: -3.30 -0.35 -3.17
H: -2.70 -1.97 -2.70
H: -2.42 -1.35 -4.30
H: -0.43 -3.23 -2.47
H: 1.27 -2.89 -2.66
H: 0.15 -2.81 -4.04
H: 2.63 -1.42 -1.51
H: 2.95 0.34 -1.57
H: 3.00 -0.62 -3.10
H: 2.06 2.21 -1.55
H: 0.57 2.56 -0.60
H: 0.77 3.12 -2.30
H: -2.97 1.49 -1.88
H: -2.31 2.28 -3.35
H: -1.71 2.77 -1.73
O: -0.94 1.64 0.87
H: -0.47 2.14 1.57
F: 0.49 0.22 7.52
C: 0.67 0.17 6.19
C: 0.69 1.33 5.43
F: 0.52 2.52 6.01
C: 0.84 1.26 4.06
F: 0.82 2.40 3.32
C: 0.97 0.03 3.40
S: 1.37 0.02 1.72
C: 1.08 -1.13 4.20
F: 1.35 -2.33 3.62
C: 0.89 -1.05 5.58
F: 0.85 -2.19 6.32

- The highest largest force on an atom belongs to which entry?
  C10H18BF10N2O14S4Zr

- Which formula does entry 2 have?
  C40H68O16

Copy entry 3 word for word.
CH2O2S as an isolated structure at a distorted geometry. Source: OMol25; level of theory: wB97M-V/def2-TZVPD.

## Properties
* total energy: -15996.92065 eV
* largest force on an atom: 3.431 eV/A
* LUMO: 0.05 eV
* HOMO-LUMO gap: 8.41 eV
* charge: 0

CARTESIAN COORDINATES (ANGSTROEM)
C: -0.66 -1.20 0.34
O: -0.95 -1.44 -0.77
O: 0.40 1.61 -0.57
S: 0.82 0.61 0.66
H: -0.78 -1.63 1.36
H: 1.17 2.04 -1.01